# 1
Molecular formula: CH4INOS
Method: DFT, ωB97M-V with the def2-TZVPD basis set

Structure (ORCA input):
```
! wB97M-V def2-TZVPD RIJCOSX def2/J DEFGRID3
* xyz 0 1
I -3.49380 0.51622 0.06348
S -3.73035 -1.73103 -0.44428
H -0.13742 -0.36843 -1.10777
H -0.45468 1.10692 -0.24363
O -1.23748 -1.70720 0.64721
H 1.05664 0.27900 0.16734
N -0.79774 -0.53902 0.74165
H -1.10397 0.02757 1.46215
C -0.01018 0.11362 -0.19962
*
```

Relative energy (zero: lowest compared OMol25 entry of this formula, charge and spin) = 271.4 kJ/mol
Electronic energy = -866.229378 hartree
LUMO level (spin up / spin down) = -1.87 / -1.86 eV



# 2
Molecular formula: C5H4N2O
Method: DFT, ωB97M-V with the def2-TZVPD basis set

Structure (ORCA input):
```
! wB97M-V def2-TZVPD RIJCOSX def2/J DEFGRID3
* xyz 0 1
H -0.84676 -2.57078 1.22862
C -1.36257 1.38850 -0.34450
C -0.20491 -1.74143 0.80250
O -0.88998 2.77767 -0.15356
C 0.90227 0.27499 -0.61367
N 1.67061 -0.77762 -0.42519
H -2.47290 0.89044 -0.38805
C 1.21990 -1.76235 0.43964
N -0.89017 -0.64083 0.44425
C -0.31827 0.29952 -0.14088
H 2.06781 -2.43066 0.78507
H 1.49009 1.06345 -1.38908
*
```

Relative energy (zero: lowest compared OMol25 entry of this formula, charge and spin) = 381.7 kJ/mol
Electronic energy = -377.518657 hartree
LUMO level = -0.93 eV
SMILES = O=Cc1cnccn1



# 3
Molecular formula: C9H14O
Method: DFT, ωB97M-V with the def2-TZVPD basis set

Structure (ORCA input):
```
! wB97M-V def2-TZVPD RIJCOSX def2/J DEFGRID3
* xyz 0 1
C -1.61364 -0.68873 1.54368
H 0.66544 -2.95088 -1.87028
C -0.38628 1.74518 0.90493
C 1.58225 -2.36554 -1.77638
H -2.26145 -2.53257 1.24542
H 1.84318 -2.18020 -0.72921
H -0.62420 2.13264 3.04548
H 2.09876 -0.29883 -2.30523
C 0.41384 2.98785 0.59054
H -1.14868 -1.24777 -0.48936
H 1.56798 -1.24093 -3.66350
H 1.01686 3.36429 1.40835
C -0.76317 1.45338 2.20990
C -1.44919 0.28327 2.51184
C -1.13596 -0.46426 0.25857
H -1.73716 0.06289 3.53341
H 2.44780 -2.91836 -2.13548
H -0.22560 3.79877 0.24131
H 1.09700 2.75207 -0.23268
C 1.41143 -1.09002 -2.59808
C -0.62421 0.78251 -0.06483
H 0.47335 -0.56535 -2.41116
H -0.34468 0.99175 -1.09371
O -2.30367 -1.81114 1.87650
*
```

Relative energy (zero: lowest compared OMol25 entry of this formula, charge and spin) = 35.0 kJ/mol
Electronic energy = -426.559454 hartree
LUMO level = 0.82 eV
SMILES = Cc1ccc(O)cc1.CC



# 4
Molecular formula: CH5O2P
Method: DFT, ωB97M-V with the def2-TZVPD basis set

Structure (ORCA input):
```
! wB97M-V def2-TZVPD RIJCOSX def2/J DEFGRID3
* xyz 0 1
H -2.83284 -0.36904 -0.93989
P -2.22917 0.35347 -0.03324
H 1.72025 -0.38247 0.86866
H -2.95152 -0.17579 0.89984
O -0.96639 -0.45262 0.15824
H 1.93931 -0.05712 -0.90412
H 2.24242 1.02531 0.21756
C 1.51604 0.28408 0.10436
O 0.36236 0.91601 0.05735
*
```

Relative energy (zero: lowest compared OMol25 entry of this formula, charge and spin) = 508.9 kJ/mol
Electronic energy = -532.735056 hartree
LUMO level (spin up / spin down) = -1.53 / -0.65 eV



# 5
Molecular formula: C28H62F14N11O30S14
Method: DFT, ωB97M-V with the def2-TZVPD basis set

Structure (ORCA input):
```
! wB97M-V def2-TZVPD RIJCOSX def2/J DEFGRID3
* xyz -3 1
S 3.16799 -1.20503 6.81160
H 10.85010 2.30238 6.26062
H 2.20738 -1.79623 -5.07482
H -7.38914 4.71730 0.75776
O -1.08744 -8.04145 -4.27572
F -4.36652 9.96759 2.23367
H -11.77431 -0.92570 -1.05941
F -3.35929 0.15889 -2.54147
C -11.50491 2.20172 1.57255
O 7.96183 -3.70045 -3.30158
F -5.57015 -0.49007 5.01694
O 2.63912 -2.53150 7.25261
H -0.33361 -0.73008 -9.70201
H 4.78125 -2.03358 -7.43515
H -9.99366 4.34896 0.50002
H 2.03770 -0.55466 -4.08384
O -6.87984 -2.41361 -2.28200
H -3.31733 1.75231 1.89280
O -4.42877 6.67135 4.39488
H 0.65792 -0.90881 -4.97618
C 10.92502 1.21507 6.27651
H -1.61098 1.93655 2.56616
S -1.45093 6.36970 -5.34624
C -0.18070 -1.83713 1.32443
C -0.45598 -0.31117 1.30872
O -2.02719 7.63798 -2.85449
C 1.73676 -0.81336 -5.09903
N -4.54038 -1.46618 -1.50434
H 7.87237 0.49948 4.03014
O -3.74134 -4.34413 6.41888
H 10.58170 -2.03405 4.63165
C 3.70957 -0.34167 -6.63125
H -8.31547 1.78316 0.70360
H 9.95834 -1.64932 3.06058
N 6.79780 -5.31194 -1.73568
H 4.24808 0.34259 -7.28692
O -0.59886 5.54471 -2.37361
O -2.06533 7.35423 -6.18278
H 11.42792 1.39653 3.49254
C -10.07502 0.00364 1.84047
S -0.12917 -10.19571 -3.04868
O -5.72987 0.41696 -2.55199
S -3.16693 -3.02044 6.42579
H 3.39052 -2.50237 -6.61345
C 12.08412 0.68594 5.39131
H -0.95386 -2.34232 1.90333
S -4.77293 -0.68051 -2.73870
H 1.29837 -0.28154 -10.08274
S -0.18283 -8.04091 -3.11019
H 8.85915 1.92621 3.79856
O 2.17788 -0.14240 6.80618
O 6.20684 -3.84446 0.40756
O 4.26757 -1.86294 9.47660
C -9.25474 3.63643 0.13340
C 9.78713 0.37182 5.80655
H 1.32533 1.93885 -5.44472
C 0.69755 -1.07871 -9.64498
C -11.12706 -0.90383 1.20720
C 7.46189 1.45209 1.57387
N -1.93496 0.07534 1.65188
C 3.75008 -1.71703 -7.27833
H -0.22932 -2.30789 0.34253
O 5.86374 -2.80342 -1.86401
O -0.06214 0.32296 -7.34013
S 4.38250 -0.66422 8.71392
O -3.16342 8.04175 6.11984
C -10.61954 0.79587 -0.32616
F 0.98767 -11.30082 -2.60745
H -11.33909 2.74248 2.50431
H 9.75966 -0.60292 6.29361
C -7.90544 4.36584 -0.13555
H 7.86131 2.43920 1.34111
F -5.78663 -3.15292 -0.37954
F 3.45392 -1.43990 5.25241
O 0.36430 0.55943 1.13477
H 11.87474 -0.27196 3.35180
H -9.03997 -0.32755 1.75634
H -11.79587 2.81615 0.72054
O 3.61394 0.51783 9.00819
H -8.87752 2.75852 2.14666
N 1.25151 -0.20852 -7.44735
H -12.56306 0.05501 0.06774
H -9.72217 0.36389 -0.76913
S -4.33698 7.89958 5.21207
H 1.19405 -3.30755 -7.01342
F -5.59780 7.57570 6.22523
F 0.26259 7.85639 -2.35433
H 8.76555 -1.67841 4.44544
H 0.83749 -1.93335 -10.30688
F -1.81336 -3.35624 5.73524
H -8.14623 5.31295 -0.61835
F 0.83138 -6.80662 -3.49818
O -2.64822 -2.50422 7.72792
C 2.87942 -1.78561 -8.54195
H -10.18845 0.31040 2.88024
S -5.54046 -2.78281 -1.92402
H 11.31372 1.10321 7.28867
F 8.65396 -5.79449 -2.70192
H 0.80726 -2.06431 1.72495
S -0.81683 6.86472 -3.06847
N -10.28761 1.37582 1.08652
N -3.63301 -1.89722 5.24642
S 5.97151 -4.00569 -0.99897
O -1.05263 -10.46679 -1.98164
H 2.82365 1.60224 -4.81835
C -9.08649 2.42469 1.13030
H 3.31586 -1.15548 -9.31690
H 2.70321 2.18532 -6.52444
H 0.32206 -3.34826 -8.60817
C 2.28382 1.52842 -5.76241
C 8.81158 0.85443 3.60589
H 6.52016 1.33723 2.11058
H 8.80452 0.84354 5.79955
O -0.66060 -7.45339 -1.85097
O -2.30868 5.26752 -4.88662
O -2.63763 10.50004 3.89189
H -0.19916 -2.54897 -7.08389
O -5.93070 -2.87694 4.93007
N 9.97232 0.06841 4.32198
C -11.56933 -0.32054 -0.17631
H -1.86400 2.05728 0.81813
H 12.54939 -0.25962 5.66978
H -2.51032 -0.36737 0.94969
O -4.92360 -4.03686 -2.46939
H -7.20746 3.82981 -0.77866
F 5.92097 -0.20436 9.10455
H 3.08178 -2.79785 -8.89197
H -2.27557 -0.44652 2.44671
C 11.43659 0.45284 4.03795
N 0.90387 -8.94657 -2.91184
S 8.02285 -4.46877 -2.06034
H 8.57356 -0.44300 1.89029
F -0.49781 5.53397 -6.34787
F 4.42727 -4.56744 -1.03106
O -4.64844 -1.24572 -4.13113
N -4.95718 9.12777 4.60758
C 9.78896 -1.48403 4.12458
C -2.24647 1.61845 1.73967
O 8.98408 -4.10452 -1.00867
H 7.30144 0.95605 0.61664
C 8.59208 0.62751 2.09467
S -3.57197 9.40331 3.53111
C 2.23209 0.08570 -6.30489
H 12.72817 1.55797 5.50475
C 1.34805 -1.56540 -8.27693
O -2.84212 8.25870 2.98303
H 9.49476 0.81204 1.51225
H -11.01063 1.64322 -0.88932
H -9.69122 3.24237 -0.78438
O -5.45933 -1.63455 6.98380
N 4.78697 -0.84335 7.31150
N -0.19388 7.06514 -4.37876
H -10.85440 -1.93866 1.00008
H 4.28662 -0.33450 -5.70656
H -12.01482 -0.87352 1.83891
C 0.63506 -2.74146 -7.75852
H -12.29060 1.49088 1.82847
O -0.40989 -10.71692 -4.34790
S -5.10125 -1.91915 5.60422
*
```

Electronic energy = -10935.549714 hartree
LUMO level = -1.77 eV



# 6
Molecular formula: C12H12FN2O4PS
Method: DFT, ωB97M-V with the def2-TZVPD basis set

Structure (ORCA input):
```
! wB97M-V def2-TZVPD RIJCOSX def2/J DEFGRID3
* xyz 0 1
C 0.96324 0.25797 0.22863
H -2.46645 -1.79656 -0.17028
S 1.46605 0.66827 1.97176
C 0.44785 -1.22778 0.02198
H -1.00104 -0.67703 1.71355
N 3.23457 0.42207 -1.25526
H -0.12483 -2.25533 1.89968
O 2.71380 -2.69275 -1.19269
C -0.11429 -1.47131 -1.42996
C -2.30095 2.36989 -0.95912
C 2.27048 0.40286 -0.63400
H -2.61303 -2.43543 1.49984
O 1.80189 -0.50344 2.77046
O 0.95354 -3.98254 0.33707
C -0.00685 1.38116 -0.27688
N -0.80163 -1.33563 -2.34285
C 0.59724 2.70658 -0.60976
C -0.63041 -1.57709 1.14503
H 0.20848 4.82071 -1.36312
H -1.98450 0.30678 -0.22033
O 2.66765 1.49739 1.87347
H -2.33770 4.51849 -1.72770
F 0.25154 1.45271 2.76470
C -0.24009 3.81894 -1.11834
C -1.45936 1.26361 -0.44454
C -1.89643 -2.36480 0.62155
H 1.29379 -4.50571 1.08910
C -1.70854 3.68330 -1.32795
H 1.68488 2.93587 -0.49908
H -1.66093 -3.42034 0.33062
H -3.41097 2.24574 -1.09085
P 1.85340 -2.53629 0.24165
H 2.49014 -2.00488 -1.85057
*
```

Relative energy (zero: lowest compared OMol25 entry of this formula, charge and spin) = 312.8 kJ/mol
Electronic energy = -1714.229611 hartree
LUMO level = -0.79 eV
SMILES = CC[C@](C#N)(P(O)O)[C@@](C#N)(c1ccccc1)S(=O)(=O)F